Here is an isolated molecule of C27H29N3O5 from OMol25. Energies are from the ωB97M-V functional and the def2-TZVPD basis.

Values from the calculation:
HOMO in eV: -7.890
LUMO in eV: 0.60
Relative energy (zero: lowest compared OMol25 entry of this formula, charge and spin) in kcal per mole: 16.9
Frontier orbital gap in eV: 8.49
Maximum force in eV Å⁻¹: 0.6

```
! wB97M-V def2-TZVPD RIJCOSX def2/J DEFGRID3
* xyz 0 1
C -6.20997 -2.25640 0.63235
O -5.70988 -1.41117 1.63876
C -4.72694 -0.52501 1.31558
C -4.15846 -0.38890 0.05433
C -3.16130 0.54616 -0.15867
C -2.70265 1.34349 0.87987
N -1.67392 2.28861 0.64970
C -1.84393 3.59381 1.00997
O -2.78991 3.99089 1.65583
C -0.77876 4.52311 0.45864
C 0.65471 4.04041 0.70150
C 0.74039 2.51311 0.70033
C 1.98612 2.00375 -0.01759
O 2.39617 2.50889 -1.03842
N 2.53064 0.89857 0.56550
C 3.33065 -0.07341 -0.03290
C 3.99122 0.09516 -1.24609
C 4.67708 -0.99669 -1.74797
C 4.69455 -2.18471 -1.03449
C 4.02937 -2.24336 0.18637
C 3.99638 -3.48374 1.02017
N 3.36439 -1.20073 0.66393
C -0.46963 1.91460 -0.07156
C -0.24694 0.42905 -0.20273
C -0.34912 -0.43742 0.87492
C 0.01164 -1.76050 0.72470
C 0.52077 -2.25890 -0.47100
O 0.85224 -3.57841 -0.42598
C 1.42519 -4.23530 -1.53513
C 0.64568 -1.38048 -1.56340
O 1.17530 -1.85613 -2.73543
C 1.43815 -0.94732 -3.77706
C 0.23999 -0.06209 -1.40743
C -3.27566 1.21314 2.14128
C -4.27908 0.29390 2.35298
H -6.66571 -1.68554 -0.18330
H -5.42773 -2.90739 0.22801
H -6.97299 -2.86710 1.11261
H -4.48564 -0.99650 -0.77438
H -2.73861 0.65007 -1.14630
H -0.93475 5.50938 0.89494
H -0.96473 4.60233 -0.61613
H 1.01674 4.42141 1.65695
H 1.30476 4.42972 -0.08510
H 0.70294 2.12338 1.72080
H 2.10504 0.54247 1.41276
H 3.95322 1.03757 -1.76439
H 5.19520 -0.92085 -2.69319
H 5.22008 -3.04835 -1.41254
H 4.28101 -3.24789 2.04282
H 2.97946 -3.87210 1.04352
H 4.66311 -4.24299 0.62128
H -0.47475 2.36231 -1.07615
H -0.71472 -0.09000 1.82834
H -0.06830 -2.44850 1.55057
H 2.38278 -3.79144 -1.81513
H 1.58182 -5.26231 -1.20443
H 0.75707 -4.22972 -2.39821
H 1.94404 -1.53024 -4.54551
H 2.09252 -0.13546 -3.44631
H 0.51486 -0.53089 -4.19266
H 0.33271 0.62051 -2.23717
H -2.94015 1.84324 2.94867
H -4.73436 0.18483 3.32428
*
```